Below is a molecular structure, H22O11 in a non-equilibrium geometry, with properties calculated with ωB97M-V/def2-TZVPD.

```
33
Properties=species:S:1:pos:R:3:forces:R:3
H -1.26442 -1.76498 -0.91410 -0.372 -0.003 0.046
H 0.01484 0.39259 -1.56679 -0.774 0.069 -1.810
H -2.81911 1.31270 1.94741 -0.370 0.128 0.007
O -1.96380 -1.42571 -1.47266 -0.744 -1.419 -0.877
H -1.47750 0.04413 1.95454 0.360 -0.887 1.825
O 1.23479 -1.90898 -0.50079 -1.053 -4.786 2.631
H -0.62443 1.80926 2.05270 -0.057 0.093 0.242
H 0.78899 0.07126 -0.48234 -0.889 -0.771 1.566
H -2.63118 -1.11615 -0.86028 -0.043 -0.047 0.108
O 0.12659 0.44893 -2.51578 -0.614 2.489 -4.292
H -1.19032 0.77425 -0.71777 -0.481 0.020 -1.569
H 0.30274 -2.02686 -0.68419 0.551 -0.514 0.335
H 0.65310 -0.65024 2.21562 -0.551 -0.707 -0.507
H 2.82686 0.37530 0.58490 0.950 -0.241 0.473
H 2.23194 1.03874 -0.63895 0.038 1.639 0.006
H -0.40319 0.06851 3.02092 -0.274 -0.194 0.626
H -2.53343 1.23489 -1.24288 -0.461 0.001 -0.097
O -0.34743 1.36286 1.25255 2.133 4.998 0.469
H 0.67261 -0.30511 -2.73831 -0.696 0.499 -0.405
H 1.67198 -0.03871 1.27763 -1.554 -1.166 2.086
O 2.10462 0.30369 -0.03918 3.590 3.898 0.112
H 2.73482 -1.01836 -2.56889 0.066 -0.661 -0.340
O 1.57889 -0.68743 1.97530 3.250 0.182 1.104
H -0.46796 0.37934 0.30319 1.134 -1.088 1.349
H 1.49045 -1.15499 -1.03216 -0.947 -2.982 0.899
H 2.47570 -0.13370 -1.36801 0.931 -0.576 -1.010
O -2.46196 0.46011 1.69889 -7.839 2.191 1.166
O -0.72663 -0.44973 2.28400 3.676 -5.237 4.137
O -2.11366 0.84562 -0.47575 -2.474 2.706 -2.543
H 0.26336 1.97169 0.83724 0.218 0.655 -0.246
O 2.03246 -0.69339 -2.00559 5.283 1.813 -6.266
O -0.14468 -0.13465 -0.43678 -0.234 -0.935 2.338
H -2.03503 0.61510 0.85631 -1.755 0.835 -1.564
```
Positions in Å, forces in eV/Å.

Calculated values
2S+1: 1
Total charge: 0
F_max in eV/Å: 8.394
Electronic energy in eV: -22865.085

=====

Below is 4 unconnected molecules or ions with the total composition C4H14O3 in a non-equilibrium geometry, with properties calculated with ωB97M-V/def2-TZVPD.

```
21
Properties=species:S:1:pos:R:3:forces:R:3
H -1.43843 -1.24627 1.29476 -0.978 -0.147 0.318
C -1.07086 -2.24729 1.09551 0.990 0.331 -1.991
H -1.60525 -3.08225 1.54918 0.187 0.484 0.409
H 1.14113 -2.56348 -2.81676 -0.131 0.253 -0.092
H -0.98002 4.82214 3.89424 -0.072 0.071 0.154
O -1.15662 4.22706 3.16249 -0.065 -0.090 0.022
H 0.69880 -1.54250 -0.74427 0.075 1.020 -0.602
C -1.03452 -2.45980 -0.42636 0.070 0.955 -2.267
H -0.02811 -2.11830 1.39745 0.027 -0.727 0.443
H 2.66148 1.43011 -1.70833 -0.001 0.140 -0.395
H -0.34443 4.24476 2.65518 0.163 0.032 -0.197
H -1.81104 -3.09037 -0.90549 0.225 0.299 0.622
H 1.90627 1.81995 -0.49534 -0.528 0.123 -0.259
O 1.94636 2.02072 -1.44745 0.533 -0.268 0.398
H 0.34189 1.58151 1.39118 -0.727 -0.138 0.171
H -0.46752 -3.19436 -3.00658 -0.252 -0.026 0.282
O 0.84841 0.95700 0.88276 1.186 -0.094 -0.027
H 0.34106 0.19969 0.58694 -0.511 0.234 0.068
C 0.08271 -2.30197 -2.70762 -0.161 0.229 -1.270
H -0.18253 -1.53883 -3.45588 0.342 -0.085 0.171
C -0.17316 -1.85795 -1.32676 -0.374 -2.596 4.041
```
Positions in Å, forces in eV/Å.

Calculated values
2S+1: 1
SMILES: C/C=C/C.O.O.O
Total charge: 0
F_max in eV/Å: 4.817
Electronic energy in eV: -10516.160

=====

Below is a molecular structure, C43H33F6HfN3O7P2S2, with properties calculated with ωB97M-V/def2-TZVPD.

```
97
Properties=species:S:1:pos:R:3:forces:R:3
F 1.83613 1.78650 -3.94677 -0.069 0.048 -0.133
C -0.54334 4.47315 4.38661 -0.007 0.026 0.010
H 4.33373 -1.82977 -2.50181 0.014 -0.008 0.013
C 4.29185 2.54394 2.36609 0.048 -0.007 0.037
C 0.29033 -4.03966 -1.02335 -0.032 0.010 -0.031
C 2.90409 2.50313 2.34110 -0.020 0.060 0.042
H 1.62678 -5.70756 -0.89407 0.001 0.013 -0.012
H -4.98106 -4.69403 0.42298 0.011 0.019 0.000
O -1.25731 2.19644 -0.74319 0.256 -0.376 0.148
C 4.37054 0.14404 2.49065 0.030 -0.032 -0.012
C 2.98690 0.09657 2.48023 0.040 -0.024 0.033
H 4.93825 -0.77574 2.56066 -0.006 0.022 0.005
N 3.78848 -0.27409 -1.20205 -0.150 0.017 0.084
C -2.86550 -2.16002 -3.45418 -0.012 0.002 0.035
C -0.18765 -3.00178 -1.82163 0.021 -0.057 0.077
C 4.21575 -1.65564 -1.43337 0.011 -0.055 -0.019
H 5.16134 -1.82446 -0.92293 -0.007 -0.008 0.002
O -0.09650 0.49984 -2.63984 0.327 -0.083 0.551
C -1.61728 2.93914 2.33936 -0.050 0.058 -0.011
H -0.04168 -2.02443 -3.73767 -0.026 0.091 -0.045
C 1.77711 -4.71060 -2.78929 0.030 -0.043 0.008
C 2.55277 0.01861 -0.81146 0.074 0.030 -0.025
H 6.10740 1.40794 2.46595 -0.008 -0.001 0.004
H 0.90737 -1.37388 6.43626 -0.001 -0.005 -0.017
H -2.34919 5.62391 4.25997 0.007 -0.012 0.000
H -4.98554 0.99258 -2.74382 0.003 -0.018 -0.010
C -0.92416 -2.37599 3.75826 -0.029 -0.068 -0.111
C -2.41641 -1.99667 1.40812 -0.066 -0.153 -0.172
F 0.53747 3.20692 -4.95515 -0.015 0.092 0.025
H -3.31353 4.23959 2.45035 0.014 0.010 0.016
N -1.59561 2.41359 -3.22144 0.115 -0.057 -0.153
C 2.24599 1.27995 2.41451 0.009 -0.011 0.053
H 1.25746 0.57081 4.96247 -0.005 -0.021 -0.022
H 3.45845 -2.32614 -1.04018 0.000 -0.021 -0.006
F -3.27622 4.21830 -1.50349 -0.017 0.099 -0.015
C -4.38684 -3.25300 1.90419 -0.006 -0.019 -0.024
C 4.65874 0.79166 -1.43094 -0.075 0.181 0.011
F 0.88810 1.26577 -5.82347 0.057 -0.110 -0.039
H -3.54401 -1.77098 3.21681 -0.026 -0.016 -0.034
O 2.57594 3.47818 -0.38803 0.114 -0.147 -0.092
H -2.27922 -3.04497 -3.66336 0.006 -0.017 0.022
O 1.63383 -0.87753 -0.61307 -0.195 -0.033 0.082
H -4.09197 -2.40543 -5.19019 -0.001 0.006 0.010
S -0.73267 1.21363 -3.78562 -0.341 0.235 -0.308
C -4.39219 0.10972 -2.94413 -0.019 0.040 0.034
H 2.35201 3.42724 2.23331 -0.017 -0.031 0.046
O -1.44450 0.40234 -4.69294 -0.021 -0.023 -0.178
H 1.13891 3.16186 4.31581 0.005 -0.015 -0.037
C -2.01612 4.58030 -1.64716 0.021 -0.443 -0.131
H -0.10965 -4.19637 -0.02852 -0.007 0.018 0.000
C -3.46692 -2.28511 2.26701 0.045 0.102 0.057
H -3.18770 0.36732 -1.20144 0.000 -0.015 0.034
F -1.85052 5.37486 -2.67282 -0.117 0.143 -0.103
P 0.44817 1.13957 2.24112 -0.019 0.166 -0.249
H 2.53054 -5.38615 -3.17426 -0.018 0.010 0.014
C -0.30208 -2.41753 4.99581 0.041 0.034 0.039
H -5.20622 -3.48464 2.57177 0.017 0.006 0.002
C 2.95315 2.38575 -0.72967 -0.048 0.308 0.102
C 1.27111 -4.89187 -1.51009 0.009 -0.024 0.010
C 5.02610 1.36982 2.44005 -0.029 0.042 -0.009
C -0.79142 -1.24231 2.96809 0.134 0.244 0.198
C 0.17328 3.39831 3.88711 0.019 -0.020 0.023
C -4.26675 -3.92773 0.69198 -0.010 -0.008 0.033
C 1.30256 -3.67691 -3.58612 0.025 0.013 -0.059
P -1.33609 -1.80708 -1.11360 0.144 0.242 -0.125
C -3.25923 -3.58062 -0.18520 0.012 -0.022 0.003
C 0.02762 -0.19476 3.37614 0.061 -0.141 0.043
H 2.48799 -0.86403 2.54307 -0.010 0.010 -0.007
O -1.43854 -1.05949 1.74840 0.000 -0.123 -0.098
C -1.79374 4.78278 3.86671 0.014 -0.005 -0.004
N 2.10537 1.26316 -0.61797 -0.157 -0.144 -0.312
H 4.79465 3.50137 2.32298 -0.001 -0.018 -0.009
H -1.51094 -3.22047 3.42891 0.023 0.017 0.016
H -0.12456 5.06775 5.18763 -0.016 -0.002 -0.009
H -0.41613 -3.30227 5.60842 -0.002 0.014 -0.007
C -4.64967 -0.66705 -4.06458 -0.016 -0.004 -0.039
C -2.33341 4.01032 2.84838 -0.045 0.029 0.009
C 0.44906 -1.34409 5.45748 -0.029 -0.051 0.013
C -3.88955 -1.79976 -4.31680 -0.009 -0.001 -0.001
H 5.64465 0.50408 -1.76829 -0.003 0.014 -0.002
C -2.32177 -2.60265 0.16227 -0.166 0.142 0.149
H -2.05577 2.34245 1.54833 0.016 -0.007 0.039
H -3.20787 -4.04846 -1.16152 -0.001 0.024 0.010
C -0.35690 2.63425 2.84787 -0.002 -0.048 0.015
C 0.62772 -0.24883 4.63635 0.004 0.036 -0.051
C -3.36896 -0.24497 -2.08054 -0.028 0.011 -0.027
H 4.97691 2.87608 -1.39720 -0.013 -0.013 -0.005
H -5.44471 -0.38870 -4.74386 0.011 -0.002 0.014
O 0.39486 3.42288 -2.01075 0.256 0.294 -0.116
S -0.97915 3.06938 -1.94989 -0.226 0.365 0.058
F -1.55088 5.11948 -0.54523 -0.019 0.128 0.204
C -2.59839 -1.37808 -2.33294 0.025 -0.122 -0.128
C 4.28749 2.06120 -1.23383 0.140 -0.083 -0.014
C 0.32933 -2.81761 -3.10491 -0.028 -0.033 0.064
H 1.68079 -3.54853 -4.59244 -0.001 -0.002 0.020
C 0.75208 1.93733 -4.70387 0.067 -0.056 0.154
Hf 0.05688 0.53472 -0.46857 -0.037 -0.612 0.341
```
Positions in Å, forces in eV/Å.

Calculated values
2S+1: 1
Total charge: +2
F_max in eV/Å: 0.702
Electronic energy in eV: -121779.186

=====

The highest F_max belongs to which entry? H22O11